--- one ---
12
Properties=species:S:1:pos:R:3 method="wB97M-V/def2-TZVPD" homo_lumo_gap_ha=0.403 lumo_energy_ev=0.8 smiles=C[C@H]1O[C@]1(N)Cl mol_weight_g_mol=107.54
C -0.5219 -1.0005 0.4955
C 0.8218 -0.6846 -0.2180
O 0.6751 -0.5593 -1.6775
C 1.0645 0.5509 -0.8916
N 0.2173 1.6306 -0.8859
Cl 2.8110 1.0460 -1.0556
H -1.4631 -0.5646 0.1170
H -0.4446 -0.4658 1.3667
H -0.7366 -2.0606 0.5966
H 1.7798 -1.3077 0.0880
H 0.1094 1.7899 0.1245
H 0.3697 2.4814 -1.3530

--- two ---
12
Properties=species:S:1:pos:R:3 method="wB97M-V/def2-TZVPD" homo_lumo_gap_ha=0.363 lumo_energy_ev=0.8 smiles=N[C@H]1[C@H](O)[C@@H]1Cl mol_weight_g_mol=107.54
N -1.4626 -1.1293 -0.3402
C -0.4244 -0.2031 -0.4123
C 0.1344 0.9129 0.3616
O 0.7243 1.9759 -0.3640
C 0.9077 -0.4188 0.3458
Cl 2.5644 -0.6016 -0.2220
H -1.8569 -1.4403 0.7000
H -0.8572 -2.1455 -0.5516
H -0.2512 -0.0636 -1.4428
H -0.2695 1.5327 1.2175
H 0.0073 2.4686 -0.6533
H 0.7837 -0.8877 1.3613

Stability check: which of them is most stable? one.

--- one ---
11
Properties=species:S:1:pos:R:3 method="wB97M-V/def2-TZVPD" homo_lumo_gap_ha=0.271 lumo_energy_ev=4.5 charge=-1 mol_weight_g_mol=79.15
S -2.5738 0.0378 0.2495
H -3.0555 0.9940 1.1234
N 1.0048 -0.3878 0.9977
C 1.0123 0.2769 -0.3559
N 0.2215 -0.4082 -1.3827
H 0.9261 0.3697 1.6566
H 0.2328 -1.0109 1.2010
H 0.5980 1.2829 -0.2400
H 2.0658 0.3589 -0.6329
H 0.3684 -1.4469 -1.3626
H -0.8005 -0.0666 -1.2542

--- two ---
11
Properties=species:S:1:pos:R:3 method="wB97M-V/def2-TZVPD" homo_lumo_gap_ha=0.248 lumo_energy_ev=4.0 charge=-1 mol_weight_g_mol=79.15
S 2.2573 0.6603 -0.5624
H 2.3872 0.7303 0.7732
N -1.0702 -0.9767 1.3005
C -2.0354 -0.7676 0.1972
N -1.7529 0.4338 -0.5390
H -1.0578 -1.9603 1.5613
H -0.1489 -0.7505 0.9310
H -2.0636 -1.5900 -0.5239
H -3.0287 -0.7154 0.6584
H -1.4644 1.2010 0.0523
H -0.9527 0.2386 -1.1297

Stability check: which of them is most stable? two.

--- one ---
8
Properties=species:S:1:pos:R:3 method="wB97M-V/def2-TZVPD" homo_lumo_gap_ha=0.279 lumo_energy_ev=-0.9 mol_weight_g_mol=99.05
C -1.1097 -1.2073 -0.7968
C 0.6864 -1.5639 -0.3383
N -1.2120 0.0439 -1.0147
N -1.1442 1.0646 -1.5068
N 0.0627 -1.9797 -1.4149
O -0.0699 -3.1379 -1.9270
O 1.4218 -1.0145 0.3837
H -1.8339 -1.8066 -0.3151

--- two ---
8
Properties=species:S:1:pos:R:3 method="wB97M-V/def2-TZVPD" homo_lumo_gap_ha="0.276 / 0.292" lumo_energy_ev="-2.2 / -2.0" mol_weight_g_mol=99.05
C -0.1668 0.1676 0.2484
C -1.9083 0.8058 1.3801
N -1.6755 0.0112 2.3565
N -0.3847 -0.1967 2.5242
N 0.3356 -0.3406 1.4109
O -1.1036 1.1075 0.3850
O 1.4230 -0.9101 1.4332
H 0.2781 -0.0563 -0.7040

Stability check: which of them is most stable? one.

--- one ---
13
Properties=species:S:1:pos:R:3 method="wB97M-V/def2-TZVPD" homo_lumo_gap_ha=0.286 lumo_energy_ev=0.3 mol_weight_g_mol=97.19
C 2.4610 0.1300 -0.2680
C 2.0222 -1.1905 -0.0566
C 0.6440 -0.5862 -0.0637
C 1.2951 0.8998 0.3864
N -0.7390 -0.8241 -0.3780
Si -2.3409 -0.1641 0.0662
H 3.3305 0.5619 -0.7674
H 1.3901 1.0244 1.4226
H 0.7968 1.8433 -0.0194
H -0.6980 -1.7091 -0.9545
H -2.5284 -0.2440 1.5689
H -3.3561 -0.9390 -0.4522
H -2.2774 1.1975 -0.4842

--- two ---
13
Properties=species:S:1:pos:R:3 method="wB97M-V/def2-TZVPD" homo_lumo_gap_ha="0.296 / 0.296" lumo_energy_ev="-0.3 / -0.3" mol_weight_g_mol=97.19
C 1.2788 -1.1722 0.3498
C 1.2638 -0.1422 -0.6510
C 0.6326 -0.1383 0.9405
C 0.0923 0.5792 -0.2470
N 0.7338 1.0535 3.3409
Si -1.6057 -0.0390 -0.8291
H 1.8050 -2.1296 0.4080
H 2.3071 0.2539 -1.0829
H 0.1130 1.6298 -0.0562
H -0.2413 1.5250 3.2044
H -2.5869 -1.1245 -0.7808
H -1.4313 0.0490 -2.3041
H -2.4136 1.2116 -0.3968

Stability check: which of them is most stable? one.

--- one ---
7
Properties=species:S:1:pos:R:3 method="wB97M-V/def2-TZVPD" homo_lumo_gap_ha=0.272 lumo_energy_ev=-2.0 mol_weight_g_mol=321.23
O 0.4650 0.5203 1.9411
O 0.3785 -0.4815 -0.5248
O -0.0352 2.3638 -0.4947
P 0.7563 0.5715 0.5290
Cl -1.1417 -1.3114 -0.4845
Br -1.6869 2.0602 -0.1626
I 3.0339 0.3997 -0.1141

--- two ---
7
Properties=species:S:1:pos:R:3 method="wB97M-V/def2-TZVPD" homo_lumo_gap_ha=0.261 lumo_energy_ev=-2.4 mol_weight_g_mol=321.23
O -0.0855 0.9908 -0.4650
O 2.3137 0.4196 -0.9077
O -2.4915 -1.8701 -0.3008
P 0.8878 -0.0304 -0.2775
Cl 2.7526 1.9896 -1.4291
Br -2.5704 -0.6319 0.7503
I -0.8068 -0.8675 2.6298

Stability check: which of them is most stable? one.

--- one ---
45
Properties=species:S:1:pos:R:3 method="wB97M-V/def2-TZVPD" homo_lumo_gap_ha=0.359 lumo_energy_ev=0.3 smiles="CNC(=O)CC(C)C.O.O.O.O.O.O.O.O" mol_weight_g_mol=259.30
C 1.2054 0.2437 1.8003
N 0.2658 -0.1005 0.7111
C 0.5615 0.2086 -0.5649
O -0.1133 -0.4441 -1.4370
C 1.6718 1.0327 -1.1460
C 1.5747 2.3512 -0.3881
C 2.4697 3.3932 -1.1150
C 0.0170 2.8645 -0.3272
H 0.9399 1.2231 2.1800
H 1.2317 -0.5509 2.5472
H 2.2605 0.4193 1.3932
H -0.4663 -0.9162 0.8058
H 2.6604 0.6148 -0.9468
H 1.2172 1.0681 -2.1922
H 2.0854 2.2623 0.5640
H 3.1200 2.9523 -1.8822
H 1.9367 3.9626 -1.8539
H 3.2234 3.8160 -0.4789
H -0.5414 2.1938 0.3278
H -0.0798 3.8218 0.1557
H -0.4253 3.0633 -1.3112
O -2.7692 -1.1810 -1.3848
H -2.0910 -0.8090 -0.7988
H -2.2619 -1.8481 -1.9115
O -3.9254 -1.3107 1.0570
H -4.4485 -2.1409 1.1415
H -3.5744 -1.2470 0.1311
O -0.5299 -2.1029 -3.5383
H -0.5665 -1.2688 -3.0400
H -0.6443 -2.8266 -2.9650
O 3.8703 -0.7396 0.5338
H 3.8175 -1.4988 1.0774
H 3.4588 -0.9904 -0.3337
O 2.5785 -2.5420 -2.2527
H 3.1958 -3.0319 -2.8274
H 1.9390 -2.0896 -2.7951
O -3.4274 1.3017 3.0797
H -3.5342 2.2442 3.4260
H -3.4961 1.4486 2.1336
O -2.1493 -1.3062 3.8044
H -2.2055 -0.4624 4.1608
H -3.0442 -1.7469 3.7756
O -1.6205 -2.7938 0.0653
H -1.1378 -3.6037 -0.1938
H -2.2490 -2.9337 0.8130

--- two ---
45
Properties=species:S:1:pos:R:3 method="wB97M-V/def2-TZVPD" homo_lumo_gap_ha=0.303 lumo_energy_ev=-0.1 smiles="CCCCNCC=O.O.O.O.O.O.O.O.O" mol_weight_g_mol=259.30
C -2.5837 1.9277 1.7809
C -1.5747 0.8734 2.2027
C -0.1162 1.3920 2.3462
C 0.8373 0.3519 2.9926
N 1.5071 -0.5556 2.0468
C 0.6853 -1.4335 1.2143
C 0.8679 -2.8635 1.7459
O 0.0431 -3.6754 1.3816
H -2.0899 2.4593 0.9912
H -2.8622 2.7888 2.4063
H -3.4842 1.3874 1.4782
H -1.4398 0.1786 1.3816
H -1.8578 0.2687 3.0654
H -0.2608 2.2884 2.9587
H 0.3419 1.6024 1.3821
H 1.6788 0.8704 3.4658
H 0.3080 -0.2869 3.7112
H 2.2150 -0.0717 1.5109
H 0.9038 -1.4287 0.1437
H -0.3468 -1.2266 1.4945
H 1.5907 -3.0830 2.5508
O -1.8806 1.0856 -0.6422
H -2.8207 0.8781 -0.6933
H -1.5060 0.2034 -0.7364
O -0.7857 -2.9453 -2.0652
H -0.3043 -3.0859 -1.2318
H -0.0763 -2.4535 -2.5075
O 2.4404 -1.5250 -2.3934
H 1.9969 -1.5507 -3.2518
H 2.0653 -0.7427 -1.9775
O 3.4192 -0.1761 -0.1159
H 3.0221 0.4890 -0.6843
H 3.6171 -0.9665 -0.6217
O -2.7004 -1.7214 -0.6098
H -2.3576 -2.1904 -1.3893
H -2.7985 -2.3970 0.0685
O 1.8273 2.2884 -1.3393
H 1.1796 2.5949 -1.9926
H 2.1676 3.0206 -0.8228
O 0.5896 -0.4704 -3.8941
H -0.0363 -1.0024 -4.3942
H 1.3586 -0.2153 -4.4037
O -0.5484 3.1241 -2.2521
H -1.2781 3.1832 -2.8695
H -0.9538 2.8115 -1.4314

Stability check: which of them is most stable? two.

--- one ---
10
Properties=species:S:1:pos:R:3 method="wB97M-V/def2-TZVPD" homo_lumo_gap_ha=0.378 lumo_energy_ev=1.3 smiles="[H]/N=N/CC" mol_weight_g_mol=58.08
H 1.0509 -0.5488 -2.4804
N 0.5018 -0.4824 -1.6104
N 1.0602 0.3100 -0.8334
C 0.4125 0.5113 0.4306
C -0.8745 -0.2678 0.6642
H 1.1701 0.2680 1.1842
H 0.2440 1.5921 0.4987
H -1.6083 -0.0081 -0.0948
H -1.2770 -0.0392 1.6470
H -0.6796 -1.3350 0.5943

--- two ---
10
Properties=species:S:1:pos:R:3 method="wB97M-V/def2-TZVPD" homo_lumo_gap_ha=0.415 lumo_energy_ev=1.3 smiles="C=N.C=N" mol_weight_g_mol=58.08
C -0.7388 2.7564 -5.0111
N -0.9926 3.8925 -4.4377
H -1.5920 1.9535 -4.7761
H 0.0957 2.2742 -5.5895
H -0.2490 4.5583 -4.3968
C 1.0037 -3.2315 5.0242
N 0.2795 -2.3434 4.4372
H 2.0890 -2.9664 5.1326
H 0.8260 -4.2141 5.3875
H -0.7215 -2.6796 4.2297

Stability check: which of them is most stable? one.

--- one ---
18
Properties=species:S:1:pos:R:3 method="wB97M-V/def2-TZVPD" homo_lumo_gap_ha=0.372 lumo_energy_ev=0.5 smiles="O=CCCCC=O.O" mol_weight_g_mol=118.13
O 1.0879 2.2598 1.4753
C 1.4128 1.4353 0.5716
C 0.5173 1.1590 -0.6928
C 0.5188 -0.3302 -0.8962
C -0.0952 -1.0804 0.2773
C 1.0650 -1.2815 1.2556
O 0.7453 -0.9117 2.3652
H 2.3315 0.7948 0.7067
H -0.5635 1.5402 -0.4894
H 0.9009 1.7096 -1.5721
H -0.1083 -0.5336 -1.7859
H 1.4961 -0.7890 -1.0371
H -0.9029 -0.4813 0.8355
H -0.5045 -2.1278 0.0986
H 2.0362 -1.7030 0.9483
O -3.2762 -0.1977 -0.8561
H -3.0011 0.6518 -1.1989
H -3.6601 -0.1142 -0.0055

--- two ---
18
Properties=species:S:1:pos:R:3 method="wB97M-V/def2-TZVPD" homo_lumo_gap_ha=0.364 lumo_energy_ev=0.8 mol_weight_g_mol=118.13
C 1.0244 0.8020 0.1102
C -2.5272 0.1983 -0.0844
C 2.3987 0.3772 -0.2528
C 0.0365 -1.5896 -0.1087
C -0.1645 -0.1124 0.1928
O -1.2266 0.4643 -0.5956
O 0.8300 2.0977 0.1687
O -0.0866 0.2641 1.4860
H -0.0853 2.1868 0.5319
H -2.8314 -0.8356 -0.2823
H -2.5718 0.3874 0.9912
H -3.2066 0.8667 -0.6121
H 2.3987 0.0025 -1.2766
H 3.0982 1.2030 -0.1596
H 2.6980 -0.4469 0.3951
H 0.2082 -1.7522 -1.1732
H 0.8677 -1.9887 0.4701
H -0.8605 -2.1246 0.1994

--- three ---
18
Properties=species:S:1:pos:R:3 method="wB97M-V/def2-TZVPD" homo_lumo_gap_ha=0.398 lumo_energy_ev=0.8 smiles="O=C(O)CCCCO" mol_weight_g_mol=118.13
O -1.3560 2.1722 0.4674
C -0.9724 1.7494 -0.5890
O -0.7289 2.5510 -1.6438
C -0.9374 0.3325 -1.0564
C -0.7878 -0.7666 -0.0401
C 0.1333 -0.4566 1.1791
C 1.5668 -0.7510 0.7444
O 1.7197 -2.1546 0.5223
H -0.9540 3.4759 -1.6330
H -0.1068 0.2244 -1.7690
H -1.7285 0.3131 -1.8191
H -1.7316 -1.1798 0.3183
H -0.4076 -1.6832 -0.5163
H -0.2634 -1.0651 1.9913
H 0.2214 0.5624 1.5572
H 2.3106 -0.3868 1.4345
H 1.7300 -0.2671 -0.2417
H 2.2926 -2.6700 1.0938

Stability check: which of them is most stable? three.